No. 1
Here is 10 unconnected molecules or ions with the total composition C40H110N10O10 in a non-equilibrium geometry from the OMol25 dataset. Energies are from wB97M-V/def2-TZVPD.

For the HOMO-LUMO gap, the calculation gives 9.2 eV. The value obtained for the LUMO energy is 0.28 eV. Its structure (SMILES) is COC[C@H](C)N.COC[C@H](C)N.COC[C@H](C)N.COC[C@H](C)N.COC[C@H](C)N.COC[C@H](C)N.COC[C@H](C)N.COC[C@H](C)N.COC[C@H](C)N.COC[C@H](C)N. As for the energy above the lowest of the compared OMol25 structures with the same formula, charge and spin: 194.0 kcal/mol. As for the total energy: -2889.50203 a.u. As for the largest force on an atom: 3.30 eV/Å. As for the HOMO energy: -0.3277 Eh.

```
! wB97M-V def2-TZVPD RIJCOSX def2/J DEFGRID3
* xyz 0 1
C -10.90495 -15.64751 -5.72109
O -9.78249 -16.24866 -5.11863
C -9.64591 -16.03061 -3.70240
C -8.38352 -16.87940 -3.22776
C -8.44602 -18.38940 -3.47920
N -8.04322 -16.80973 -1.78625
H -10.58594 -14.75435 -6.25831
H -11.64258 -15.35703 -4.97301
H -11.50476 -16.29383 -6.36188
H -9.42392 -14.97731 -3.53097
H -10.39891 -16.59010 -3.14735
H -7.53412 -16.59783 -3.85011
H -8.32059 -18.57374 -4.54615
H -9.41532 -18.75990 -3.14558
H -7.71856 -19.05416 -3.01338
H -8.84852 -17.16425 -1.29038
H -8.28438 -15.85199 -1.57488
C -7.82607 -7.38927 -1.99300
O -7.70610 -8.58153 -2.72539
C -6.36476 -9.06548 -2.69870
C -5.74325 -8.78681 -4.11172
C -6.64540 -9.33123 -5.23338
N -4.52028 -9.56929 -4.30712
H -8.86558 -7.10742 -2.16055
H -6.99414 -6.74025 -2.26642
H -7.75328 -7.70163 -0.95126
H -5.78471 -8.71335 -1.84568
H -6.39995 -10.14062 -2.52279
H -5.57471 -7.71112 -4.06075
H -6.94889 -10.34037 -4.95473
H -6.02034 -9.32151 -6.12632
H -7.43865 -8.61902 -5.46053
H -4.60411 -10.57464 -4.25896
H -3.82732 -9.44324 -3.58323
C -7.17517 -14.65417 -15.37201
O -6.95454 -14.98123 -16.69913
C -5.99298 -14.14588 -17.44624
C -6.09480 -14.27700 -19.01046
C -5.55212 -15.59969 -19.64840
N -5.34093 -13.15272 -19.59536
H -8.16688 -15.05316 -15.15886
H -7.17217 -13.56837 -15.27656
H -6.37437 -15.09885 -14.78116
H -6.22326 -13.10992 -17.19752
H -4.95701 -14.34960 -17.17535
H -7.11963 -14.22584 -19.37813
H -5.11712 -15.47975 -20.64061
H -6.34222 -16.23937 -20.04166
H -4.74798 -16.13627 -19.14488
H -5.48009 -13.16055 -20.59569
H -5.59222 -12.22561 -19.28325
C -8.61213 -20.72164 -9.66267
O -9.06980 -19.77477 -10.66253
C -10.31489 -19.27078 -10.29518
C -10.91896 -18.25451 -11.26859
C -12.30172 -17.75010 -10.97154
N -11.11539 -18.91721 -12.58153
H -9.27226 -21.58188 -9.55172
H -8.62015 -20.04642 -8.80703
H -7.56542 -20.95131 -9.86203
H -11.00988 -20.10273 -10.18129
H -10.24575 -18.80828 -9.31059
H -10.22491 -17.42805 -11.42140
H -13.13870 -18.40006 -11.22673
H -12.41391 -16.82668 -11.53971
H -12.27262 -17.50042 -9.91093
H -11.44096 -18.18304 -13.19398
H -10.17852 -19.14866 -12.87951
C -2.25794 -9.52886 -10.76275
O -1.33873 -10.44962 -10.04603
C -0.30135 -9.77580 -9.23005
C -0.73158 -9.07856 -7.84845
C -1.88127 -8.10497 -7.92081
N 0.49877 -8.43708 -7.13254
H -1.85883 -8.52264 -10.89057
H -3.07725 -9.47568 -10.04581
H -2.62960 -9.98747 -11.67907
H 0.48408 -10.49835 -9.00844
H 0.26212 -9.01743 -9.77363
H -1.11605 -9.92950 -7.28616
H -1.46935 -7.25732 -8.46845
H -2.09750 -7.76206 -6.90899
H -2.74325 -8.63184 -8.33008
H 0.37173 -8.43302 -6.13056
H 1.33333 -8.99471 -7.24511
C -4.47313 -17.81458 -10.69536
O -4.10353 -16.43878 -10.77527
C -4.94501 -15.58542 -10.00030
C -4.60670 -15.58479 -8.50938
C -5.54746 -14.67514 -7.69729
N -3.28525 -15.02302 -8.34205
H -3.84380 -18.34266 -11.41173
H -5.48798 -17.99265 -11.05099
H -4.33697 -18.26665 -9.71292
H -4.80375 -14.57046 -10.37180
H -6.01160 -15.77514 -10.12061
H -4.54535 -16.58888 -8.08972
H -5.31428 -14.78796 -6.63853
H -6.59455 -14.90396 -7.89566
H -5.34835 -13.64590 -7.99581
H -2.69642 -15.28645 -9.11921
H -3.29638 -14.02888 -8.51996
C -3.59757 -23.84447 -7.51189
O -4.67921 -24.69630 -7.88380
C -4.30949 -26.01283 -8.03077
C -5.30281 -26.58029 -9.09724
C -6.82191 -26.43991 -8.69803
N -5.22404 -28.04254 -9.33393
H -3.38648 -23.83352 -6.44258
H -3.91726 -22.88847 -7.92657
H -2.62886 -24.07662 -7.95441
H -3.31983 -26.23432 -8.43026
H -4.44030 -26.51125 -7.07026
H -5.19093 -25.99117 -10.00747
H -7.40285 -27.20408 -9.21443
H -7.28317 -25.46887 -8.51799
H -6.89476 -26.85182 -7.69149
H -5.73147 -28.56405 -8.63348
H -5.79505 -28.26040 -10.13803
C 1.30895 -11.75635 -14.08894
O 1.23621 -13.12971 -14.25386
C 0.55188 -13.88504 -13.27254
C 0.68371 -15.31758 -13.74330
C -0.21401 -15.69714 -14.91234
N 0.16308 -16.23563 -12.71382
H 1.60356 -11.43305 -15.08733
H 1.88978 -11.25172 -13.31687
H 0.29352 -11.48023 -13.80472
H 1.09089 -13.86539 -12.32535
H -0.49087 -13.59654 -13.14006
H 1.68611 -15.61100 -14.05504
H -1.28305 -15.51023 -14.81075
H -0.15996 -16.75631 -15.16405
H 0.16517 -15.06904 -15.71845
H -0.83620 -16.09654 -12.66694
H 0.17958 -17.10656 -13.22499
C -5.07545 -20.95815 -15.99014
O -3.62495 -21.13522 -16.17461
C -3.01459 -20.54027 -17.33100
C -3.27029 -21.39538 -18.71555
C -2.29025 -21.01876 -19.91086
N -4.55579 -21.09291 -19.22352
H -5.34346 -21.12234 -14.94644
H -5.56994 -21.69549 -16.62253
H -5.35757 -19.92436 -16.18953
H -3.32203 -19.50606 -17.48579
H -1.94368 -20.46775 -17.14130
H -3.17844 -22.47428 -18.59045
H -1.96671 -19.98221 -20.00565
H -2.71803 -21.33668 -20.86167
H -1.31691 -21.50588 -19.85218
H -4.82335 -21.47145 -20.12086
H -5.24337 -21.41127 -18.55571
C 4.63957 -11.71456 -4.64888
O 4.49267 -11.66043 -6.08305
C 3.60588 -12.69046 -6.52852
C 3.96189 -13.27488 -7.88763
C 3.06505 -14.28425 -8.47731
N 5.30416 -13.92582 -7.87903
H 5.32986 -10.97352 -4.24579
H 4.99602 -12.70300 -4.35903
H 3.66934 -11.55843 -4.17730
H 3.29673 -13.42727 -5.78717
H 2.72763 -12.04954 -6.60607
H 4.01522 -12.39108 -8.52335
H 3.46869 -14.73865 -9.38213
H 2.06383 -13.92000 -8.70748
H 2.79088 -15.08217 -7.78720
H 5.88446 -13.23677 -7.42232
H 5.52696 -14.11174 -8.84644
*
```

Atomic partial charges in e from the Löwdin method, atoms 1 to 6:
1. C -0.118
2. O -0.200
3. C -0.157
4. C -0.423
5. C -0.084
6. N 0.031

No. 2
Here is 12 unconnected molecules or ions with the total composition C40H110N6O14 in a non-equilibrium geometry from the OMol25 dataset. Energies are from wB97M-V/def2-TZVPD.

For the HOMO-LUMO gap, the calculation gives 9.0 eV. The value obtained for the LUMO energy is 0.31 eV. Its structure (SMILES) is COC[C@H](C)N.COC[C@H](C)N.COC[C@H](C)N.COC[C@H](C)N.COC[C@H](C)N.COC[C@H](C)N.CC(C)O.CC(C)O.CC(C)O.CC(C)O.OCCO.OCCO. As for the energy above the lowest of the compared OMol25 structures with the same formula, charge and spin: 106.5 kcal/mol. As for the total energy: -2971.64239 a.u. As for the largest force on an atom: 4.20 eV/Å. As for the HOMO energy: -0.3209 Eh.

```
! wB97M-V def2-TZVPD RIJCOSX def2/J DEFGRID3
* xyz 0 1
C -4.11940 -2.67025 -1.66652
O -5.46567 -2.26300 -1.99535
C -6.27071 -2.13404 -0.87100
C -7.62305 -1.50022 -1.24410
C -8.47959 -1.18403 0.01878
N -8.43246 -2.38426 -2.11473
H -4.08920 -3.69174 -1.28739
H -3.73384 -1.94740 -0.94754
H -3.51619 -2.81412 -2.56293
H -6.38491 -3.14516 -0.48024
H -5.78000 -1.58281 -0.06884
H -7.41641 -0.56902 -1.77161
H -8.77257 -2.12719 0.47999
H -9.40781 -0.69625 -0.27886
H -7.84846 -0.71545 0.77390
H -8.76410 -3.23015 -1.67362
H -7.84699 -2.67567 -2.88442
C 3.95482 -2.43575 -1.57886
O 4.31612 -1.49682 -2.55174
C 3.56775 -1.68516 -3.79993
C 3.83660 -0.46455 -4.65763
C 3.15753 -0.55813 -6.02204
N 5.26423 -0.31602 -4.85405
H 3.98768 -3.47510 -1.90561
H 2.98177 -2.14271 -1.18466
H 4.65902 -2.32886 -0.75377
H 3.92060 -2.53471 -4.38462
H 2.50595 -1.73523 -3.55873
H 3.36894 0.42920 -4.24458
H 3.04316 0.29874 -6.68597
H 2.14488 -0.87226 -5.76913
H 3.55399 -1.38733 -6.60800
H 5.54702 -1.12030 -5.39558
H 5.59157 -0.73053 -3.99316
C 7.74403 2.81461 2.86059
O 6.75951 1.81883 3.12221
C 5.43080 2.28290 2.89673
C 4.39772 1.11428 2.94725
C 4.53664 -0.01708 1.86890
N 3.08257 1.69767 2.78585
H 8.76929 2.52751 3.09405
H 7.62807 3.75494 3.39951
H 7.80338 3.17483 1.83354
H 5.15933 3.16049 3.48345
H 5.35519 2.64806 1.87251
H 4.32398 0.68066 3.94457
H 4.19218 0.34130 0.89884
H 3.85063 -0.82450 2.12495
H 5.53414 -0.45597 1.89036
H 3.17294 2.32100 1.99630
H 2.48325 0.97999 2.40395
C -7.65903 3.73930 -2.55730
O -6.85624 2.54283 -2.49836
C -5.77515 2.67747 -1.58802
C -5.07681 1.32430 -1.39273
C -3.96071 1.26585 -0.37877
N -4.57712 0.78399 -2.62117
H -8.33972 3.78022 -1.70695
H -8.21336 3.76366 -3.49550
H -6.98358 4.58890 -2.45704
H -5.09153 3.48639 -1.84574
H -6.15232 3.01722 -0.62345
H -5.78519 0.56777 -1.05514
H -3.27152 2.10613 -0.46282
H -3.26024 0.43083 -0.39230
H -4.48395 1.26372 0.57742
H -5.25925 1.09086 -3.29985
H -4.86858 -0.16631 -2.44203
C -0.16260 7.64714 6.00053
O 0.47733 6.49836 5.54994
C 0.13717 6.19651 4.28744
C 0.96098 4.86281 3.96180
C 2.43543 5.09348 4.16460
N 0.85621 4.53818 2.57685
H -0.16586 8.30779 5.13357
H 0.46131 8.14253 6.74446
H -1.12348 7.30128 6.38158
H -0.90900 5.89353 4.24440
H 0.41064 6.93047 3.52941
H 0.59586 4.04366 4.58131
H 2.85729 5.58813 3.28970
H 2.84832 4.09851 4.33089
H 2.64649 5.67818 5.05996
H 1.44878 3.73853 2.40506
H -0.08201 4.29735 2.29076
C -1.69655 -4.01256 -5.29281
O -1.34880 -3.06268 -4.27094
C -0.02212 -3.20361 -3.68140
C 0.21078 -4.47817 -2.90077
C -0.57484 -4.41958 -1.56259
N 1.62165 -4.61482 -2.42845
H -1.78374 -4.98887 -4.81604
H -0.84410 -4.00972 -5.97209
H -2.63557 -3.83238 -5.81613
H 0.76290 -3.12315 -4.43331
H 0.17738 -2.28654 -3.12708
H -0.04713 -5.38135 -3.45382
H -0.22403 -3.62394 -0.90534
H -0.36331 -5.35442 -1.04353
H -1.64456 -4.23783 -1.66638
H 1.79027 -5.47415 -1.92524
H 2.31822 -4.63067 -3.15964
C -3.16506 -5.65214 3.12494
C -2.36335 -4.86915 2.02402
C -3.25360 -3.82944 1.40337
O -1.22942 -4.35845 2.70086
H -2.55009 -6.22901 3.81568
H -3.85365 -6.32931 2.61958
H -3.76923 -5.04748 3.80130
H -2.04304 -5.55694 1.24143
H -3.51869 -3.07870 2.14782
H -4.17313 -4.21441 0.96251
H -2.74481 -3.40247 0.53912
H -1.41926 -3.81177 3.46682
C -1.51572 0.39529 -4.68828
C -1.03085 0.63673 -3.23526
C 0.42618 1.18718 -3.26401
O -1.90912 1.49327 -2.58683
H -0.79375 -0.25736 -5.17911
H -1.51310 1.33921 -5.23337
H -2.53356 0.00682 -4.72272
H -0.95759 -0.31547 -2.70985
H 1.01047 0.74878 -2.45499
H 0.36910 2.27081 -3.16106
H 1.01773 0.92227 -4.14036
H -2.79556 1.12585 -2.61540
C 0.61956 1.36995 0.38940
C 0.17895 0.13016 1.13997
C -0.12300 -1.03128 0.26776
O 1.26465 -0.31625 1.92549
H -0.09977 1.72999 -0.34615
H 1.47039 1.00247 -0.18430
H 1.04977 2.11343 1.06042
H -0.65915 0.41327 1.77680
H -1.03971 -0.84999 -0.29339
H -0.36922 -1.93586 0.82383
H 0.66852 -1.21594 -0.45852
H 1.15761 -1.25258 2.10828
C 4.47937 4.79464 -1.71737
C 3.48679 3.69158 -1.34371
C 3.96074 2.23896 -1.57150
O 3.38076 3.81761 0.05154
H 3.98387 5.73715 -1.48444
H 4.56555 4.85385 -2.80235
H 5.50809 4.65951 -1.38334
H 2.52339 3.88981 -1.81346
H 4.98945 2.31265 -1.21874
H 4.03078 2.03627 -2.64019
H 3.41108 1.57609 -0.90323
H 3.08554 4.72762 0.13107
O -0.38422 1.16459 6.22900
C 0.40222 0.60317 5.17966
C 1.88880 0.48015 5.49379
O 2.46058 1.79124 5.41620
H -0.02920 2.01641 6.49349
H 0.04585 -0.38197 4.87865
H 0.17153 1.20497 4.30062
H 2.36299 -0.26098 4.85039
H 2.14903 0.01574 6.44495
H 2.72082 1.85445 4.49431
O 1.06952 -2.97489 2.74198
C 2.24046 -3.73057 3.02331
C 3.03167 -4.15189 1.69582
O 3.82425 -5.34690 1.78306
H 0.28662 -3.52927 2.70556
H 2.84933 -3.29805 3.81723
H 1.88172 -4.67495 3.43264
H 3.69205 -3.32641 1.43015
H 2.27494 -4.30736 0.92687
H 4.39682 -5.33253 2.55348
*
```

Atomic partial charges in e from the Löwdin method, atoms 1 to 6:
1. C -0.078
2. O -0.198
3. C -0.250
4. C -0.399
5. C -0.051
6. N 0.038